# 1
Computed, not measured: a gas-phase ion, C4H9NO4P (charge -1), with ωB97M-V with the def2-TZVPD basis set.

As for the total charge: -1. The energy above the lowest of the compared OMol25 structures with the same formula, charge and spin is 77.2 kcal per mole. As for the multiplicity: 1. As for the HOMO-LUMO gap (spin up / spin down): 7.3 / 6.6 eV.

Geometry (Å):
C: -0.77 -1.20 -0.05
C: 2.76 -0.01 0.65
C: -1.40 1.47 -1.32
C: 0.65 -1.00 -0.15
N: 1.39 -0.47 0.95
O: -0.97 -1.97 1.10
O: -2.98 0.31 0.51
O: -1.48 -1.44 -1.17
O: -0.72 1.19 1.38
P: -1.59 0.62 0.31
H: 2.85 0.82 -0.16
H: 3.17 0.41 1.59
H: 3.33 -0.88 0.32
H: -2.08 1.00 -2.12
H: -1.64 2.56 -1.24
H: -0.44 1.48 -1.80
H: 1.03 -0.85 -1.19
H: -1.82 -2.40 1.10
H: 0.71 0.36 1.28

From a Löwdin analysis of the wavefunction, the atomic charges in e read: atom 1 (C): -0.738, atom 2 (C): -0.151, atom 3 (C): -0.176, atom 4 (C): -0.059, atom 5 (N): -0.092, atom 6 (O): 0.000, atom 7 (O): -0.310, atom 8 (O): -0.172, atom 9 (O): -0.354, atom 10 (P): 0.417, atom 11 (H): 0.090, atom 12 (H): 0.069, atom 13 (H): 0.056, atom 14 (H): 0.064, atom 15 (H): 0.038, atom 16 (H): 0.009, atom 17 (H): 0.126, atom 18 (H): 0.083, atom 19 (H): 0.100

# 2
Computed, not measured: a molecular structure, C30H47BiBrCl2N3O6Si, with ωB97M-V with the def2-TZVPD basis set.

As for the total charge: 0. As for the multiplicity: 1. As for the HOMO-LUMO gap: 9.1 eV.

Geometry (Å):
C: 2.85 -2.67 -3.27
C: 2.24 -2.00 -4.46
H: 2.53 -3.72 -3.22
H: 2.54 -2.15 -2.36
H: 3.95 -2.67 -3.34
C: 2.30 -2.50 -5.70
C: 2.94 -3.80 -6.06
H: 1.88 -1.94 -6.55
H: 2.55 -4.63 -5.45
H: 4.04 -3.78 -5.94
H: 2.72 -4.03 -7.12
Bi: 0.71 -0.31 1.39
Cl: 2.25 0.55 -0.48
C: -0.46 3.06 0.97
O: -0.80 1.92 1.35
N: -1.28 3.85 0.25
C: -2.63 3.43 -0.09
C: -0.69 4.93 -0.52
H: 0.54 3.50 1.18
H: -3.09 2.96 0.78
H: -2.65 2.71 -0.92
H: -3.19 4.32 -0.37
H: 0.19 5.26 0.03
H: -1.41 5.74 -0.62
H: -0.38 4.58 -1.52
H: -3.47 1.89 5.54
H: -1.51 1.56 7.15
C: -3.56 0.80 5.46
C: -1.69 0.48 7.05
N: -2.29 0.19 5.76
H: -3.83 0.52 4.43
C: -1.68 -0.60 4.85
O: -2.18 -1.00 3.80
H: -0.72 -0.04 7.13
H: -0.65 -0.89 5.17
H: -4.33 0.47 6.16
H: -2.34 0.15 7.87
H: -0.05 -5.36 2.60
H: 0.28 -3.80 -0.18
C: -1.04 -5.34 2.13
C: -0.72 -4.25 -0.09
N: -1.21 -4.18 1.28
H: -1.80 -5.34 2.92
C: -1.41 -2.96 1.82
O: -1.24 -1.91 1.16
H: -1.43 -3.72 -0.74
H: -1.76 -2.94 2.86
H: -1.16 -6.23 1.50
H: -0.69 -5.30 -0.35
O: 0.51 -0.86 -3.18
C: 1.56 -0.67 -4.17
C: 0.12 -0.39 -6.25
C: 1.12 0.09 -5.40
H: -0.30 -1.40 -6.08
C: -0.36 0.40 -7.30
H: 2.30 -0.07 -3.64
C: 1.75 1.30 -5.70
H: -1.14 0.00 -7.96
C: 0.17 1.67 -7.50
C: 1.26 2.10 -6.74
H: 2.60 1.58 -5.07
H: -0.26 2.32 -8.26
H: 1.75 3.05 -6.94
Si: -0.91 0.00 -2.88
Cl: 1.84 -2.65 1.59
C: -2.19 -0.73 -4.03
C: -0.68 1.87 -3.07
C: -1.45 -0.12 -1.13
H: -2.17 -0.27 -5.02
H: -3.19 -0.58 -3.60
H: -2.01 -1.81 -4.15
H: -1.45 -1.16 -0.81
H: -2.44 0.29 -0.89
H: -0.74 0.49 -0.57
H: -0.45 2.20 -4.09
H: 0.11 2.24 -2.40
H: -1.64 2.34 -2.79
Br: 0.14 3.93 5.35
C: 1.39 2.71 5.99
C: 2.01 2.98 7.22
C: 2.95 2.10 7.77
C: 3.33 0.95 7.05
C: 2.69 0.66 5.85
C: 1.72 1.52 5.31
C: 1.05 1.10 4.04
O: 1.87 0.60 3.13
O: -0.18 1.17 3.90
H: 1.75 3.88 7.76
H: 3.40 2.31 8.75
H: 4.10 0.28 7.42
H: 2.95 -0.23 5.28

From a Löwdin analysis of the wavefunction, the atomic charges in e read: atom 1 (C): -0.038, atom 2 (C): -0.232, atom 3 (H): 0.082, atom 4 (H): 0.063, atom 5 (H): 0.095, atom 6 (C): -0.111, atom 7 (C): -0.101, atom 8 (H): 0.095, atom 9 (H): 0.076, atom 10 (H): 0.083, atom 11 (H): 0.070, atom 12 (Bi): 1.500, atom 13 (Cl): -0.139, atom 14 (C): -0.282, atom 15 (O): -0.152, atom 16 (N): -0.180, atom 17 (C): -0.028, atom 18 (C): -0.049, atom 19 (H): 0.153, atom 20 (H): 0.099, atom 21 (H): 0.068, atom 22 (H): 0.090, atom 23 (H): 0.090, atom 24 (H): 0.090, atom 25 (H): 0.087, atom 26 (H): 0.090, atom 27 (H): 0.079, atom 28 (C): -0.038, atom 29 (C): -0.049, atom 30 (N): -0.192, atom 31 (H): 0.088, atom 32 (C): -0.345, atom 33 (O): -0.025, atom 34 (H): 0.089, atom 35 (H): 0.141, atom 36 (H): 0.089, atom 37 (H): 0.090, atom 38 (H): 0.091, atom 39 (H): 0.042, atom 40 (C): -0.046, atom 41 (C): -0.052, atom 42 (N): -0.183, atom 43 (H): 0.092, atom 44 (C): -0.331, atom 45 (O): -0.258, atom 46 (H): 0.092, atom 47 (H): 0.130, atom 48 (H): 0.085, atom 49 (H): 0.085, atom 50 (O): -0.192, atom 51 (C): -0.284, atom 52 (C): -0.078, atom 53 (C): -0.206, atom 54 (H): 0.125, atom 55 (C): -0.076, atom 56 (H): 0.129, atom 57 (C): -0.030, atom 58 (H): 0.108, atom 59 (C): -0.091, atom 60 (C): -0.079, atom 61 (H): 0.119, atom 62 (H): 0.098, atom 63 (H): 0.098, atom 64 (Si): 0.410, atom 65 (Cl): -0.129, atom 66 (C): -0.157, atom 67 (C): -0.145, atom 68 (C): -0.188, atom 69 (H): 0.020, atom 70 (H): 0.033, atom 71 (H): 0.042, atom 72 (H): 0.013, atom 73 (H): 0.059, atom 74 (H): -0.061, atom 75 (H): 0.024, atom 76 (H): 0.027, atom 77 (H): 0.022, atom 78 (Br): 0.811, atom 79 (C): -0.634, atom 80 (C): -0.132, atom 81 (C): -0.072, atom 82 (C): -0.073, atom 83 (C): -0.021, atom 84 (C): -0.167, atom 85 (C): -0.611, atom 86 (O): -0.270, atom 87 (O): -0.063, atom 88 (H): 0.096, atom 89 (H): 0.107, atom 90 (H): 0.104, atom 91 (H): 0.123

What DFT total energy values result from the calculations? In sequence: -854.9097; -5785.7072 Eh.